{"formula": "C14H12Cl5GeN3NiO7", "method": "wB97M-V/def2-TZVPD", "elements": ["Ni", "C", "C", "C", "C", "C", "C", "C", "H", "H", "H", "H", "H", "H", "H", "H", "Cl", "C", "Cl", "H", "H", "O", "N", "O", "C", "C", "C", "C", "O", "C", "C", "N", "O", "O", "N", "O", "O", "H", "H", "Cl", "Ge", "Cl", "Cl"], "coordinates": [[-0.124050, -0.470929, -1.132911], [-1.193768, -2.509804, -3.964957], [-0.099580, -2.057160, -3.052500], [0.645740, -0.895971, -3.356276], [1.743490, -0.522920, -2.577125], [2.089057, -1.288182, -1.451243], [1.364534, -2.445369, -1.147790], [0.269561, -2.815495, -1.930247], [-1.805151, -3.284668, -3.507221], [-0.746024, -2.918970, -4.873635], [-1.833371, -1.681534, -4.270601], [0.416862, -0.341607, -4.257548], [2.360114, 0.314166, -2.874311], [2.958530, -1.024156, -0.865482], [1.666722, -3.065611, -0.314460], [-0.271119, -3.725539, -1.699331], [-2.716269, 2.653994, -1.771553], [-2.988527, 1.264519, -0.733427], [-2.347740, -0.230617, -1.480166], [-4.051821, 1.107095, -0.594653], [-2.470235, 1.406392, 0.207998], [2.322354, 3.795945, 5.041405], [1.798881, 2.708881, 4.924746], [1.591161, 1.910759, 5.814577], [1.369362, 2.325839, 3.572005], [0.852880, 1.082048, 3.364709], [0.458286, 0.696484, 2.080932], [0.563759, 1.580352, 0.944360], [0.256698, 1.256424, -0.238922], [1.067875, 2.897022, 1.267439], [1.484633, 3.239425, 2.524824], [1.136321, 3.961474, 0.245675], [1.887258, 4.885101, 0.489825], [0.409681, 3.893867, -0.722938], [0.010627, -0.624375, 1.943000], [-0.126538, -1.340893, 2.895300], [-0.267260, -1.103628, 0.794943], [0.761326, 0.387312, 4.187502], [1.891303, 4.225230, 2.705707], [-3.479181, -3.793688, -0.799477], [-2.257819, -2.915671, 0.798720], [-1.027378, -4.513981, 1.546053], [-3.571183, -2.021563, 2.267053]], "atomic_forces_ev_per_a": [[0.999, 0.239, 1.066], [-0.124, 0.021, -0.021], [0.121, 0.002, -0.048], [0.111, -0.062, -0.023], [0.060, -0.248, -0.082], [0.130, -0.171, -0.133], [0.309, 0.103, -0.143], [-0.052, 0.094, -0.059], [-0.018, 0.018, 0.017], [-0.001, -0.014, 0.016], [0.001, 0.003, 0.018], [-0.113, 0.097, 0.088], [-0.141, 0.152, 0.129], [-0.059, 0.069, 0.064], [-0.125, 0.062, 0.091], [-0.069, 0.044, 0.029], [-0.043, -0.251, 0.183], [0.054, 0.919, 0.035], [-0.794, -0.314, -0.376], [0.014, -0.146, -0.046], [0.024, -0.075, -0.011], [-0.055, -0.142, 0.023], [-0.012, 0.064, 0.090], [0.077, 0.122, -0.106], [-0.134, -0.221, -0.164], [0.016, -0.089, 0.308], [0.417, 0.841, -0.286], [0.020, -0.031, 0.258], [-0.082, -0.057, -0.848], [-0.192, -0.408, 0.051], [-0.026, 0.097, -0.089], [-0.008, 0.396, 0.037], [0.003, -0.219, -0.128], [0.059, -0.247, 0.148], [-0.236, -0.495, -0.140], [0.029, 0.046, 0.136], [-0.038, 0.014, -0.019], [0.017, 0.029, 0.024], [-0.018, -0.006, -0.008], [0.114, 0.099, 0.175], [-0.341, -0.230, -0.224], [-0.081, 0.047, 0.073], [0.187, -0.152, -0.103]], "homo_lumo_gap_ev": [6.7, 7.3], "e_tot_ha": -7117.38948, "e_above_lowest_ev": 0.488, "charge": 1, "lumo_ev": [-4.866, -5.298], "homo_ha": [-0.426, -0.464], "spin_multiplicity": 4}

***

{"formula": "C14H12F5N3OOsS2Te", "method": "wB97M-V/def2-TZVPD", "elements": ["Os", "S", "C", "C", "N", "C", "C", "N", "C", "S", "H", "H", "H", "H", "H", "H", "H", "H", "F", "Te", "F", "F", "F", "F", "O", "N", "C", "C", "C", "C", "C", "C", "C", "C", "C", "H", "H", "H", "H"], "coordinates": [[-0.167241, 0.131511, 0.670348], [-1.151773, 2.851885, -0.824532], [-0.983864, 1.849283, 0.320889], [0.383076, 3.995103, 2.313497], [1.470630, 3.577322, 1.449814], [2.118613, 4.505240, 0.513651], [3.241013, 3.650072, -0.105426], [2.984792, 2.337379, 0.488723], [1.995999, 2.365803, 1.362846], [1.505901, 0.990228, 2.310952], [0.767583, 4.437576, 3.232878], [-0.241299, 3.140157, 2.561505], [-0.220430, 4.735173, 1.789672], [2.504129, 5.372537, 1.047718], [1.389005, 4.843589, -0.223648], [4.231210, 4.003465, 0.178912], [3.191660, 3.597691, -1.191083], [3.512227, 1.509131, 0.268069], [1.610706, -1.561978, -2.883935], [1.660726, -1.414898, -1.053470], [-0.198252, -1.851570, -0.943789], [1.466944, -1.635686, 0.869310], [3.485721, -1.248661, -0.798075], [1.945353, -3.230012, -1.033744], [1.318817, 0.353990, -0.911291], [-4.799377, -3.856613, 8.404541], [-4.357544, -3.382950, 7.456394], [-3.795147, -2.760663, 6.290876], [-3.195128, -1.505053, 6.421288], [-2.617880, -0.909752, 5.322592], [-2.640103, -1.560005, 4.074674], [-3.255040, -2.816138, 3.954129], [-3.833387, -3.408289, 5.055408], [-2.011233, -0.945579, 2.974857], [-1.401268, -0.375529, 2.062346], [-3.195213, -1.012764, 7.383504], [-2.141477, 0.057416, 5.399547], [-3.273747, -3.307511, 2.991459], [-4.321787, -4.368964, 4.972556]], "atomic_forces_ev_per_a": [[-0.041, 2.822, 2.977], [-0.648, 0.836, 0.719], [1.783, -2.877, -1.783], [-0.006, 0.042, 0.098], [-0.005, -0.075, -0.031], [0.007, -0.014, -0.017], [0.084, 0.011, 0.007], [0.174, 0.120, 0.007], [0.055, 0.229, -0.040], [-1.316, -0.420, -1.030], [-0.005, 0.010, -0.005], [0.047, -0.007, 0.048], [0.021, -0.015, -0.030], [-0.027, 0.003, 0.006], [0.015, 0.019, 0.003], [-0.006, 0.004, 0.001], [-0.064, 0.007, 0.007], [-0.131, -0.097, 0.062], [0.223, 0.314, 0.094], [0.649, -2.088, -0.051], [-0.035, 0.478, -0.115], [-0.461, 0.510, -0.679], [-0.135, 0.199, -0.317], [-0.035, 0.113, -0.025], [-0.561, 0.084, 0.363], [-0.001, -0.031, -0.014], [-0.082, 0.012, 0.009], [0.103, 0.105, -0.037], [0.011, -0.050, 0.034], [-0.151, 0.026, -0.139], [-0.024, 0.054, 0.192], [0.092, 0.024, -0.062], [-0.093, -0.046, 0.051], [-0.021, 0.140, -0.056], [0.512, -0.406, -0.290], [0.051, -0.011, 0.006], [-0.026, 0.012, 0.039], [0.006, -0.017, 0.006], [0.037, -0.019, -0.006]], "homo_lumo_gap_ev": [6.6, 5.8], "e_tot_ha": -2434.23163, "e_above_lowest_ev": 1.861, "charge": 1, "lumo_ev": [-5.045, -5.987], "homo_ha": [-0.427, -0.433], "spin_multiplicity": 2}

***

{"formula": "C14H12FIIrN2S", "method": "wB97M-V/def2-TZVPD", "elements": ["Ir", "S", "C", "C", "C", "C", "C", "N", "H", "H", "H", "H", "C", "C", "C", "C", "C", "C", "C", "C", "N", "H", "H", "H", "H", "H", "H", "I", "C", "H", "H", "F"], "coordinates": [[-1.072416, -1.439675, 1.130906], [-1.516966, 1.096797, 1.364522], [0.206014, 1.087486, 1.436285], [1.070985, 2.195827, 1.488877], [2.427081, 1.975094, 1.558272], [2.927804, 0.665825, 1.578888], [2.023511, -0.370969, 1.525934], [0.705946, -0.146166, 1.457592], [0.649713, 3.191720, 1.468453], [3.109907, 2.815310, 1.602432], [3.989346, 0.465662, 1.630796], [2.323224, -1.412474, 1.543694], [-2.021000, -1.774083, -0.792635], [-1.189807, -0.804992, -1.503422], [0.122539, -1.148765, -1.868787], [0.983181, -0.223897, -2.432741], [0.542503, 1.070445, -2.692433], [-0.779929, 1.413201, -2.394236], [-1.625327, 0.492387, -1.815945], [1.446826, 2.050767, -3.241431], [2.170712, 2.833133, -3.676674], [-1.777254, -2.815610, -0.994761], [-3.087863, -1.581716, -0.758346], [0.467672, -2.156948, -1.665302], [2.002969, -0.496891, -2.674137], [-1.128243, 2.416339, -2.606195], [-2.638186, 0.776709, -1.562991], [-4.111893, -2.471243, 2.398569], [-2.149012, -1.633211, 2.752454], [-1.672679, -2.314577, 3.457542], [-2.341373, -0.670392, 3.214352], [-0.057987, -3.085093, 1.070467]], "atomic_forces_ev_per_a": [[0.755, 3.372, -1.541], [-0.092, -0.792, -0.245], [-0.187, 0.475, 0.078], [-0.003, -0.010, -0.099], [-0.033, -0.054, 0.033], [0.018, 0.028, -0.096], [-0.081, 0.245, -0.011], [0.821, -0.863, 1.038], [0.037, 0.002, 0.003], [-0.007, -0.002, -0.020], [-0.011, 0.026, -0.002], [-0.034, 0.005, 0.004], [-0.599, -0.648, 1.500], [0.020, -0.279, -0.286], [0.112, -0.015, 0.199], [0.090, -0.047, -0.022], [0.163, 0.142, -0.025], [-0.115, 0.058, 0.001], [-0.003, 0.144, -0.014], [-0.216, -0.224, 0.087], [0.010, 0.013, -0.014], [-0.136, -0.008, -0.245], [-0.030, 0.061, -0.310], [0.010, 0.033, 0.014], [-0.015, -0.019, 0.009], [-0.004, -0.012, 0.017], [0.012, 0.009, 0.000], [-0.610, -0.219, 0.184], [0.024, -0.173, -0.160], [-0.031, -0.139, 0.003], [-0.177, -0.062, 0.155], [0.311, -1.045, -0.234]], "homo_lumo_gap_ev": 6.3, "e_tot_ha": -1550.32234, "e_above_lowest_ev": 1.512, "charge": -1, "lumo_ev": 2.703, "homo_ha": -0.133}

***

{"formula": "C14H12N2OS2", "method": "wB97M-V/def2-TZVPD", "elements": ["C", "C", "C", "C", "C", "C", "C", "H", "H", "C", "O", "C", "H", "H", "S", "C", "N", "S", "C", "C", "C", "N", "C", "H", "H", "H", "H", "H", "H", "H", "H"], "coordinates": [[-4.152104, -0.778415, 0.302819], [-2.880226, -0.050826, 0.005820], [-2.527894, 1.079766, 0.737498], [-1.333017, 1.731005, 0.514839], [-0.456946, 1.264915, -0.464783], [-0.826252, 0.156582, -1.228804], [-2.016473, -0.496759, -0.988379], [-2.278264, -1.366432, -1.573858], [-0.147699, -0.188108, -1.996227], [0.873913, 1.849108, -0.717384], [1.444718, 1.732847, -1.777963], [1.562954, 2.560028, 0.436640], [2.611685, 2.721770, 0.183797], [1.086992, 3.521817, 0.631770], [1.440147, 1.636225, 2.016788], [1.392941, 0.000762, 1.383290], [0.456075, -0.809079, 1.789992], [0.555059, -2.260809, 1.056016], [1.938501, -1.838133, 0.113478], [2.298621, -0.544063, 0.420411], [3.436403, 0.106957, -0.082441], [4.389244, 0.624342, -0.454425], [2.587090, -2.769789, -0.837490], [2.953333, -3.653732, -0.315586], [1.872673, -3.100544, -1.590829], [3.422578, -2.279098, -1.332695], [-1.088902, 2.605474, 1.097595], [-3.198506, 1.446006, 1.500830], [-4.012791, -1.415284, 1.176887], [-4.448614, -1.407222, -0.532934], [-4.955228, -0.079303, 0.525335]], "atomic_forces_ev_per_a": [[-0.005, -0.037, 0.061], [0.108, 0.077, -0.064], [-0.044, -0.022, -0.043], [0.126, 0.016, -0.234], [-0.594, -0.323, -0.310], [0.206, 0.228, 0.107], [-0.098, 0.023, 0.059], [-0.051, -0.085, -0.060], [0.049, -0.012, -0.057], [0.205, 0.335, -0.086], [-0.085, 0.023, 0.097], [0.329, -0.090, 0.250], [-0.195, 0.032, -0.100], [-0.034, 0.030, -0.014], [0.202, 0.191, 0.025], [-0.118, -0.184, 0.170], [-0.351, 0.335, 0.465], [0.912, 0.351, -0.499], [-0.367, 0.003, 0.298], [-0.884, -0.962, 0.283], [0.438, 0.129, -0.115], [0.328, 0.173, -0.158], [0.098, -0.134, -0.116], [0.058, -0.021, -0.035], [0.033, -0.010, -0.071], [0.021, -0.038, -0.039], [0.035, 0.046, 0.078], [-0.088, 0.048, 0.078], [-0.074, -0.070, 0.047], [-0.066, -0.045, -0.025], [-0.093, -0.005, 0.010]], "homo_lumo_gap_ev": 9.0, "e_tot_ha": -1521.81325, "e_above_lowest_ev": 1.257, "charge": 0, "lumo_ev": -0.026, "homo_ha": -0.332}

***

{"formula": "C14H12N4O5S2", "method": "wB97M-V/def2-TZVPD", "elements": ["N", "S", "O", "O", "C", "C", "C", "C", "C", "N", "C", "S", "N", "C", "O", "C", "C", "C", "C", "C", "N", "O", "O", "C", "C", "H", "H", "H", "H", "H", "H", "H", "H", "H", "H", "H", "H"], "coordinates": [[1.443107, 1.607033, 3.080817], [0.870981, 0.043645, 3.148218], [1.689884, -0.788390, 2.303571], [0.669492, -0.328977, 4.513414], [-0.685732, 0.165761, 2.286734], [-1.854948, -0.383890, 2.771269], [-2.969816, -0.401451, 1.945363], [-2.905321, 0.084000, 0.649435], [-1.713837, 0.623074, 0.170695], [-1.515114, 1.088893, -1.129604], [-2.106106, 0.732571, -2.297585], [-3.636612, 0.191871, -2.499800], [-1.285338, 0.925633, -3.403928], [0.067454, 0.658762, -3.499585], [0.710692, 1.014119, -4.453469], [0.638013, -0.170846, -2.384829], [0.171346, -1.472234, -2.208737], [0.741873, -2.300745, -1.256525], [1.767328, -1.837850, -0.450472], [2.199083, -0.530124, -0.607133], [3.192381, -0.005645, 0.297475], [3.047898, 1.158367, 0.630415], [4.089613, -0.723484, 0.645207], [1.663849, 0.304626, -1.578711], [-0.607650, 0.683986, 1.016150], [1.701855, 1.952767, 3.989264], [2.189587, 1.720755, 2.406832], [-1.873581, -0.786745, 3.770573], [-3.899139, -0.814324, 2.305767], [-3.770033, 0.036483, 0.008791], [-0.618987, 1.551813, -1.235744], [-1.744812, 1.176607, -4.272489], [-0.632097, -1.838757, -2.830533], [0.379585, -3.309764, -1.140038], [2.211702, -2.445303, 0.321083], [2.046363, 1.308326, -1.699586], [0.327039, 1.109439, 0.687693]], "atomic_forces_ev_per_a": [[-0.282, -0.672, 0.035], [0.183, 0.271, -0.245], [-0.125, 0.225, 0.262], [-0.234, 0.249, 0.055], [0.296, -0.054, 0.171], [0.027, -0.046, 0.227], [0.218, 0.010, 0.025], [-0.120, -0.020, -0.047], [-0.029, -0.265, 0.613], [0.404, 0.444, -0.611], [-0.283, 0.040, 0.279], [-0.254, -0.125, -0.135], [-0.006, 0.306, -0.245], [0.123, -0.036, 0.216], [0.123, 0.044, -0.094], [0.404, -0.367, 0.049], [0.044, 0.143, -0.012], [0.032, 0.069, -0.037], [0.208, 0.217, 0.078], [-0.859, -0.507, -0.755], [0.339, 0.123, -0.128], [0.102, 0.508, 0.098], [0.204, -0.190, 0.154], [0.109, -0.010, -0.011], [-0.291, 0.081, -0.295], [-0.077, -0.004, 0.317], [0.097, -0.150, -0.149], [-0.071, -0.073, 0.133], [-0.075, -0.036, 0.040], [0.004, 0.057, 0.024], [-0.265, -0.098, -0.002], [0.031, -0.094, 0.171], [-0.113, -0.033, -0.052], [-0.025, -0.093, 0.035], [0.006, -0.068, 0.046], [0.026, 0.067, 0.009], [0.125, 0.085, -0.220]], "homo_lumo_gap_ev": 8.3, "e_tot_ha": -1932.23596, "charge": 0, "lumo_ev": -0.749, "homo_ha": -0.333, "smiles": "NS(=O)(=O)c1cccc(NC(=S)NC(=O)c2cccc([N+](=O)[O-])c2)c1"}

***

{"formula": "C14H12O6PdS", "method": "wB97M-V/def2-TZVPD", "elements": ["Pd", "O", "C", "O", "C", "O", "C", "C", "O", "O", "H", "H", "H", "H", "H", "C", "C", "O", "S", "C", "C", "C", "C", "C", "C", "C", "C", "H", "H", "H", "H", "H", "H", "H"], "coordinates": [[2.641617, 1.495837, -0.904012], [5.485479, 4.627188, -0.347160], [4.666981, 3.615281, -0.113451], [4.440499, 2.769176, -0.957829], [4.149483, 3.624406, 1.310078], [3.187384, 2.637191, 1.540571], [1.845177, 3.138019, 1.565698], [1.424314, 3.827268, 0.263354], [0.920195, 4.927679, 0.307389], [1.653728, 3.203137, -0.861993], [5.805009, 4.564374, -1.261495], [3.799757, 4.633345, 1.546466], [5.020354, 3.419325, 1.939983], [1.730801, 3.862098, 2.373236], [1.208346, 2.273547, 1.749407], [-3.135793, -5.086551, 0.717141], [-4.485331, -5.020159, 0.054697], [-5.309403, -5.890033, 0.128595], [-4.906616, -3.578807, -0.931109], [-3.431361, -2.589382, -0.904123], [-2.420976, -2.815174, -1.832555], [-1.275629, -2.037932, -1.820355], [-1.124124, -1.016256, -0.880965], [-2.150051, -0.783636, 0.038623], [-3.295489, -1.559421, 0.021900], [0.059430, -0.207983, -0.867373], [1.058177, 0.474059, -0.855999], [-3.131474, -5.940529, 1.389846], [-2.900691, -4.171221, 1.256127], [-2.370315, -5.220954, -0.049156], [-2.536309, -3.604909, -2.563658], [-0.489033, -2.212846, -2.541802], [-2.041869, 0.014986, 0.759953], [-4.092264, -1.371133, 0.729972]], "atomic_forces_ev_per_a": [[0.311, 0.361, 0.060], [0.017, -0.045, 0.021], [0.016, 0.038, 0.031], [-0.125, -0.176, -0.047], [-0.018, -0.067, -0.023], [0.003, 0.057, -0.006], [0.039, 0.023, 0.003], [0.005, 0.005, 0.059], [-0.037, -0.036, -0.002], [0.007, -0.059, -0.049], [-0.008, 0.002, 0.001], [-0.027, 0.001, -0.009], [0.001, 0.035, 0.011], [0.009, -0.008, 0.009], [0.004, -0.010, -0.021], [0.018, -0.040, -0.055], [0.004, 0.001, -0.026], [-0.019, 0.018, 0.044], [0.002, -0.011, -0.009], [-0.009, 0.002, 0.040], [0.028, 0.005, 0.000], [-0.010, -0.024, 0.000], [0.001, -0.002, 0.028], [0.016, 0.010, -0.022], [-0.013, -0.016, -0.007], [-0.016, 0.035, 0.039], [-0.194, -0.139, -0.084], [-0.004, -0.003, -0.007], [-0.022, 0.029, 0.001], [0.018, 0.018, 0.027], [-0.003, 0.004, -0.011], [0.000, -0.002, -0.001], [-0.001, 0.002, -0.001], [0.007, -0.007, 0.005]], "homo_lumo_gap_ev": 6.9, "e_tot_ha": -1518.10568, "e_above_lowest_ev": 0.000, "charge": 0, "lumo_ev": -1.674, "homo_ha": -0.315}

***

charge of number 6 (C14H12O6PdS)?
0